[1]
Entry from OMol25: a molecular structure, C8H3NNiO5S at a distorted geometry (wB97M-V/def2-TZVPD).

Properties
F_max in eV/A: 9.1
HOMO energy (alpha / beta) in eV: -16.78 / -16.79
Charge: +2
Molecular weight in g mol⁻¹: 283.87
Multiplicity: 3
Electronic energy in eV: -71929.524

```
19
Properties=species:S:1:pos:R:3:forces:R:3
O -0.4292 -4.1210 -1.2948 0.55 3.90 1.25
C -0.2761 -3.0380 -0.9470 -1.07 -8.65 -2.75
Ni -0.0733 -1.3687 -0.4163 0.14 2.78 0.85
O -1.6664 -0.0576 -2.6252 2.98 -3.42 3.10
C -1.0422 -0.7316 -1.9164 -4.60 5.01 -4.67
C 0.9568 -1.8646 1.0784 4.68 0.41 6.19
O 1.6437 -1.8315 2.0056 -2.91 -0.46 -3.86
C 1.4823 -1.1270 -1.4470 6.51 3.01 -2.78
O 2.4566 -0.6936 -1.8869 -4.00 -2.04 1.61
C -1.5916 -1.5049 0.7133 -6.41 2.33 4.42
O -2.5016 -1.2279 1.3756 4.17 -1.62 -2.98
S 1.3003 3.1531 1.1923 -0.76 -0.77 -0.38
C -0.4123 3.2106 0.8574 0.47 -1.13 -0.24
C -0.8321 1.9731 0.4066 0.98 1.34 0.60
N 0.1806 1.0614 0.3466 0.48 -2.26 -0.56
C 1.3725 1.4869 0.7169 -1.24 1.63 0.22
H -1.0172 4.1059 0.9967 0.34 -0.25 -0.01
H -1.8219 1.6874 0.1189 -0.36 0.06 -0.06
H 2.2712 0.8881 0.7251 0.03 0.13 0.05
```
Positions in Å, forces in eV/Å.

---

[2]
Entry from OMol25: a molecular structure, C22H24NO3RuSSi at a distorted geometry (wB97M-V/def2-TZVPD).

Properties
F_max in eV/A: 14.9
HOMO energy (alpha / beta) in eV: -2.52 / -2.52
Charge: -1
Molecular weight in g mol⁻¹: 511.66
Electronic energy in eV: -52131.218

```
53
Properties=species:S:1:pos:R:3:forces:R:3
Ru 0.0000 0.0000 0.0000 1.67 -4.99 0.00
O 0.5095 1.7762 0.8692 0.91 1.83 -1.46
N 1.0634 2.6441 -0.0642 -0.32 -0.08 0.47
C 1.0227 3.9929 0.2040 1.08 -0.80 -1.85
C 1.5861 4.9259 -0.7384 -1.46 -0.87 2.76
C 2.1422 4.4539 -1.8655 0.65 -3.07 -1.74
C 2.1684 3.0213 -2.1181 0.44 3.40 -0.24
C 1.6436 2.1141 -1.2454 -0.35 -1.07 0.80
S 1.7130 0.3744 -1.6234 0.11 1.54 1.31
H 0.5581 4.2898 1.1320 0.08 -0.27 -0.05
H 1.5436 5.9787 -0.5086 -0.06 0.07 0.09
H 2.5788 5.1065 -2.6061 0.02 0.11 -0.06
H 2.6254 2.6800 -3.0378 -0.06 -0.15 0.13
C -4.1331 1.3172 -2.4874 0.23 0.00 0.41
C -3.5334 2.5109 -1.7003 0.33 -0.33 0.75
C -2.3436 3.0741 -2.5083 -0.05 -0.18 0.27
C -4.6272 3.5866 -1.5466 0.14 -0.19 0.10
Si -2.8851 1.8296 0.0985 0.70 -1.34 -0.70
O -1.8215 0.5765 -0.1471 -4.03 2.45 0.29
C -2.1297 3.1435 1.2637 -0.11 0.38 -0.21
C -1.6475 2.7303 2.5255 -0.10 0.36 0.02
C -1.0958 3.6458 3.4245 -0.21 -0.34 -0.32
C -1.0067 4.9908 3.0811 -0.05 0.15 -0.17
C -1.4645 5.4193 1.8386 -0.12 -0.03 0.12
C -2.0194 4.5060 0.9357 0.09 -0.12 0.58
C -4.4235 1.2194 1.0914 0.25 0.03 -0.32
C -4.6814 -0.1616 1.1956 -0.23 0.27 0.12
C -5.7906 -0.6260 1.9046 0.08 0.20 -0.03
C -6.6551 0.2769 2.5193 0.08 0.02 -0.05
C -6.4117 1.6460 2.4308 0.16 -0.04 -0.11
C -5.3035 2.1185 1.7239 -0.12 -0.57 0.03
H -4.4792 1.6378 -3.4770 0.02 0.13 0.01
H -4.9921 0.8799 -1.9659 0.08 0.06 0.01
H -3.3951 0.5210 -2.6392 -0.04 0.14 0.10
H -2.6691 3.4009 -3.5029 -0.09 -0.01 -0.02
H -1.5613 2.3194 -2.6505 -0.10 0.05 0.09
H -1.8834 3.9366 -2.0183 0.01 -0.02 0.02
H -4.9491 3.9534 -2.5284 0.04 -0.04 -0.07
H -4.2847 4.4526 -0.9750 0.01 -0.01 0.00
H -5.5161 3.1900 -1.0444 0.11 -0.01 0.00
H -1.6930 1.6807 2.8214 0.00 0.21 -0.24
H -0.7312 3.3044 4.3900 -0.04 0.02 -0.15
H -0.5731 5.7026 3.7786 -0.05 -0.05 -0.08
H -1.3841 6.4695 1.5674 -0.02 -0.11 0.02
H -2.3492 4.8932 -0.0231 -0.03 -0.19 0.02
H -4.0140 -0.8887 0.7305 -0.02 0.33 0.05
H -5.9761 -1.6946 1.9804 0.01 0.13 0.00
H -7.5163 -0.0877 3.0732 0.09 0.05 -0.06
H -7.0844 2.3474 2.9183 0.07 -0.07 -0.05
H -5.1376 3.1940 1.6840 0.12 -0.16 -0.06
O -0.7714 -2.7947 -1.4016 -2.85 -10.73 -5.44
C -0.5182 -1.8773 -0.9416 3.37 12.85 6.79
H 0.7179 -0.9077 1.4147 -0.44 1.08 -1.91
```
Positions in Å, forces in eV/Å.

---

[3]
Entry from OMol25: 2 unconnected molecules or ions with the total composition C3H10NO (wB97M-V/def2-TZVPD).

Properties
ΔE to the lowest compared entry with this formula, charge and spin in kcal per mole: 8.4
F_max in eV/A: 0.9
HOMO energy in eV: -14.69
Charge: +1
Molecular weight in g mol⁻¹: 76.12
Electronic energy in eV: -6803.947

```
15
Properties=species:S:1:pos:R:3:forces:R:3
C -0.1431 1.0595 1.5006 0.12 -0.07 0.31
C -0.3361 0.9558 0.0319 -0.11 -0.25 -0.18
C -1.3193 1.3944 -0.7228 -0.03 0.24 -0.28
N 0.6946 0.1056 -0.6290 -0.42 0.28 0.72
H 0.9162 1.0664 1.7699 -0.02 0.05 -0.01
H -0.5774 1.9733 1.8820 -0.15 0.17 0.03
H -0.6080 0.2239 2.0325 0.05 0.00 -0.12
H -1.3954 1.2180 -1.7903 0.18 -0.10 0.05
H -2.1100 1.9922 -0.3137 -0.18 0.13 0.29
H 1.6138 0.3423 -0.2427 -0.04 -0.11 -0.33
H 0.6679 0.2746 -1.6300 0.21 -0.21 -0.16
H 0.4917 -0.8976 -0.3972 0.44 -0.13 -0.30
H 0.4241 -3.1714 -0.8930 -0.05 -0.01 0.24
H 1.5155 -2.9239 0.1530 0.00 -0.13 0.12
O 0.6365 -2.6334 -0.1156 0.00 0.13 -0.37
```
Positions in Å, forces in eV/Å.

---

[4]
Entry from OMol25: 7 unconnected molecules or ions with the total composition CH16O7 at a distorted geometry (wB97M-V/def2-TZVPD).

Properties
ΔE to the lowest compared entry with this formula, charge and spin in kcal per mole: 21.7
F_max in eV/A: 2.1
HOMO energy in eV: -9.90
Charge: 0
Molecular weight in g mol⁻¹: 140.13
Electronic energy in eV: -15628.677

```
24
Properties=species:S:1:pos:R:3:forces:R:3
C 0.8933 1.7695 1.3798 1.55 0.70 -1.31
O 1.7061 2.5633 0.4509 -0.63 0.02 0.53
H -0.1505 2.0288 1.2412 -0.17 -0.24 0.37
H 1.1342 0.7533 1.0839 -0.56 -0.26 0.53
H 1.2812 1.9893 2.3725 -0.38 -0.13 0.15
H 1.0818 3.0387 -0.1011 0.18 0.04 -0.15
O 2.2540 -1.2247 0.2801 -0.09 -0.03 0.29
H 2.3112 -1.9444 -0.3586 -0.09 0.14 -0.08
H 1.8404 -0.5129 -0.2302 0.08 -0.04 -0.30
O -0.6688 -1.5655 1.4006 -0.77 -0.42 -0.06
H -0.9964 -0.8584 1.9655 0.55 0.00 0.12
H 0.2910 -1.5358 1.3402 0.29 0.48 0.04
O 0.9535 0.3593 -1.9956 0.59 0.20 0.63
H 0.0545 0.0574 -2.1427 0.04 0.00 -0.38
H 1.4309 0.5954 -2.7992 -0.61 -0.22 0.00
O -1.9879 -0.0258 -0.6811 -0.34 -0.28 -0.30
H -2.0971 -0.6750 0.0320 0.54 0.09 -0.09
H -2.4565 -0.4317 -1.4190 0.01 0.10 -0.04
O -2.9401 2.1032 0.9110 -0.10 0.06 -0.15
H -2.3288 1.9027 0.1914 0.09 -0.10 0.09
H -3.7212 1.6214 0.6163 -0.04 0.09 0.20
O 0.5906 -2.9681 -1.3104 0.27 -0.61 0.28
H 0.6297 -3.3134 -0.4034 -0.29 0.31 -0.19
H 0.8950 -3.7265 -1.8241 -0.09 0.12 -0.18
```
Positions in Å, forces in eV/Å.

---

Please write out number 3 again, unchanged.
Entry from OMol25: 2 unconnected molecules or ions with the total composition C3H10NO (wB97M-V/def2-TZVPD).

Properties
ΔE to the lowest compared entry with this formula, charge and spin in kcal per mole: 8.4
F_max in eV/A: 0.9
HOMO energy in eV: -14.69
Charge: +1
Molecular weight in g mol⁻¹: 76.12
Electronic energy in eV: -6803.947

```
15
Properties=species:S:1:pos:R:3:forces:R:3
C -0.1431 1.0595 1.5006 0.12 -0.07 0.31
C -0.3361 0.9558 0.0319 -0.11 -0.25 -0.18
C -1.3193 1.3944 -0.7228 -0.03 0.24 -0.28
N 0.6946 0.1056 -0.6290 -0.42 0.28 0.72
H 0.9162 1.0664 1.7699 -0.02 0.05 -0.01
H -0.5774 1.9733 1.8820 -0.15 0.17 0.03
H -0.6080 0.2239 2.0325 0.05 0.00 -0.12
H -1.3954 1.2180 -1.7903 0.18 -0.10 0.05
H -2.1100 1.9922 -0.3137 -0.18 0.13 0.29
H 1.6138 0.3423 -0.2427 -0.04 -0.11 -0.33
H 0.6679 0.2746 -1.6300 0.21 -0.21 -0.16
H 0.4917 -0.8976 -0.3972 0.44 -0.13 -0.30
H 0.4241 -3.1714 -0.8930 -0.05 -0.01 0.24
H 1.5155 -2.9239 0.1530 0.00 -0.13 0.12
O 0.6365 -2.6334 -0.1156 0.00 0.13 -0.37
```
Positions in Å, forces in eV/Å.

---

What did the first record say?
Entry from OMol25: a molecular structure, C8H3NNiO5S at a distorted geometry (wB97M-V/def2-TZVPD).

Properties
F_max in eV/A: 9.1
HOMO energy (alpha / beta) in eV: -16.78 / -16.79
Charge: +2
Molecular weight in g mol⁻¹: 283.87
Multiplicity: 3
Electronic energy in eV: -71929.524

```
19
Properties=species:S:1:pos:R:3:forces:R:3
O -0.4292 -4.1210 -1.2948 0.55 3.90 1.25
C -0.2761 -3.0380 -0.9470 -1.07 -8.65 -2.75
Ni -0.0733 -1.3687 -0.4163 0.14 2.78 0.85
O -1.6664 -0.0576 -2.6252 2.98 -3.42 3.10
C -1.0422 -0.7316 -1.9164 -4.60 5.01 -4.67
C 0.9568 -1.8646 1.0784 4.68 0.41 6.19
O 1.6437 -1.8315 2.0056 -2.91 -0.46 -3.86
C 1.4823 -1.1270 -1.4470 6.51 3.01 -2.78
O 2.4566 -0.6936 -1.8869 -4.00 -2.04 1.61
C -1.5916 -1.5049 0.7133 -6.41 2.33 4.42
O -2.5016 -1.2279 1.3756 4.17 -1.62 -2.98
S 1.3003 3.1531 1.1923 -0.76 -0.77 -0.38
C -0.4123 3.2106 0.8574 0.47 -1.13 -0.24
C -0.8321 1.9731 0.4066 0.98 1.34 0.60
N 0.1806 1.0614 0.3466 0.48 -2.26 -0.56
C 1.3725 1.4869 0.7169 -1.24 1.63 0.22
H -1.0172 4.1059 0.9967 0.34 -0.25 -0.01
H -1.8219 1.6874 0.1189 -0.36 0.06 -0.06
H 2.2712 0.8881 0.7251 0.03 0.13 0.05
```
Positions in Å, forces in eV/Å.

---

Please write out number 4 again, unchanged.
Entry from OMol25: 7 unconnected molecules or ions with the total composition CH16O7 at a distorted geometry (wB97M-V/def2-TZVPD).

Properties
ΔE to the lowest compared entry with this formula, charge and spin in kcal per mole: 21.7
F_max in eV/A: 2.1
HOMO energy in eV: -9.90
Charge: 0
Molecular weight in g mol⁻¹: 140.13
Electronic energy in eV: -15628.677

```
24
Properties=species:S:1:pos:R:3:forces:R:3
C 0.8933 1.7695 1.3798 1.55 0.70 -1.31
O 1.7061 2.5633 0.4509 -0.63 0.02 0.53
H -0.1505 2.0288 1.2412 -0.17 -0.24 0.37
H 1.1342 0.7533 1.0839 -0.56 -0.26 0.53
H 1.2812 1.9893 2.3725 -0.38 -0.13 0.15
H 1.0818 3.0387 -0.1011 0.18 0.04 -0.15
O 2.2540 -1.2247 0.2801 -0.09 -0.03 0.29
H 2.3112 -1.9444 -0.3586 -0.09 0.14 -0.08
H 1.8404 -0.5129 -0.2302 0.08 -0.04 -0.30
O -0.6688 -1.5655 1.4006 -0.77 -0.42 -0.06
H -0.9964 -0.8584 1.9655 0.55 0.00 0.12
H 0.2910 -1.5358 1.3402 0.29 0.48 0.04
O 0.9535 0.3593 -1.9956 0.59 0.20 0.63
H 0.0545 0.0574 -2.1427 0.04 0.00 -0.38
H 1.4309 0.5954 -2.7992 -0.61 -0.22 0.00
O -1.9879 -0.0258 -0.6811 -0.34 -0.28 -0.30
H -2.0971 -0.6750 0.0320 0.54 0.09 -0.09
H -2.4565 -0.4317 -1.4190 0.01 0.10 -0.04
O -2.9401 2.1032 0.9110 -0.10 0.06 -0.15
H -2.3288 1.9027 0.1914 0.09 -0.10 0.09
H -3.7212 1.6214 0.6163 -0.04 0.09 0.20
O 0.5906 -2.9681 -1.3104 0.27 -0.61 0.28
H 0.6297 -3.3134 -0.4034 -0.29 0.31 -0.19
H 0.8950 -3.7265 -1.8241 -0.09 0.12 -0.18
```
Positions in Å, forces in eV/Å.